(1)
The molecule C4H8NO2P in a non-equilibrium geometry, computed with ωB97M-V/def2-TZVPD.

Each line ends with the Mulliken charge.
Geometry (Å):
C  1.957  -2.837  0.664  -1.1060
C  1.265  -1.675  0.727  0.7010
N  0.483  -0.767  0.530  -0.4019
P  -0.139  1.007  0.683  1.0399
C  -1.883  0.706  0.808  -0.9476
O  0.343  2.010  1.616  -0.6566
O  0.119  1.344  -0.870  -0.3641
C  0.188  0.454  -2.013  -0.5936
H  3.049  -2.827  0.464  0.2353
H  1.785  -3.506  1.375  0.3033
H  -2.226  1.154  1.769  0.3101
H  -2.510  0.916  0.035  0.3782
H  -1.961  -0.452  1.063  0.2958
H  -0.424  -0.366  -1.669  0.3545
H  1.185  0.007  -2.329  0.2366
H  -0.162  1.022  -2.952  0.2150

Calculated values
E_tot (Ha): -703.75812
Energy relative to the best compared isomer or geometry (same formula, charge and spin) (kJ/mol): 181.4
Kohn-Sham gap (hartree): 0.341
HOMO (eV): -8.56
SMILES string: C=C=N[P@@](C)(=O)OC


(2)
A cluster of 3 separate species, C4H8NO2S in total in a non-equilibrium geometry, computed with ωB97M-V/def2-TZVPD.

Each line ends with the Mulliken charge.
Geometry (Å):
C  -0.498  -1.546  -0.755  0.4372
C  -0.247  1.265  -1.402  -0.9307
C  1.371  -0.338  1.516  -0.9626
C  0.660  0.357  -0.718  -0.3967
N  0.472  0.187  0.539  -0.4418
O  0.335  -2.375  -0.659  -0.3904
O  -1.613  -1.211  -0.981  -0.4164
S  -3.192  0.342  1.696  -0.2090
H  -0.016  2.355  -1.194  0.2587
H  -0.257  1.198  -2.501  0.2805
H  -1.233  1.143  -1.051  0.2903
H  1.823  0.461  2.067  0.3529
H  0.578  -0.902  2.135  0.2348
H  2.218  -0.899  1.167  0.2793
H  1.500  -0.157  -1.263  0.4805
H  -1.901  0.121  1.407  0.1334

Calculated values
2S+1: 3
E_tot (Ha): -760.53796
Energy relative to the best compared isomer or geometry (same formula, charge and spin) (kJ/mol): 0.0
⟨S²⟩: 2.007
Kohn-Sham gap (spin up / spin down) (hartree): 0.139 / 0.193
Charge: -1
HOMO (spin up / spin down) (eV): -0.32 / -4.07


(3)
The ion C4H8NO3 with charge -1 in a non-equilibrium geometry, computed with ωB97M-V/def2-TZVPD.

Each line ends with the Mulliken charge.
Geometry (Å):
O  -2.995  -1.858  -0.129  -0.6326
C  -1.924  -1.528  0.332  0.5939
O  -1.155  -2.493  0.927  -0.4772
N  -1.471  -0.252  0.393  -0.0245
C  -0.051  0.133  0.452  -0.6501
C  0.526  0.571  -0.889  -0.4362
C  1.813  1.393  -0.476  -0.6692
O  2.594  0.693  0.339  -0.8520
H  -0.204  -2.325  0.829  0.3675
H  -2.204  0.434  0.388  0.2135
H  0.517  -0.691  0.839  0.0898
H  0.097  0.910  1.204  0.3404
H  1.016  -0.260  -1.404  0.2492
H  -0.225  1.181  -1.396  0.3461
H  1.359  2.324  -0.013  0.2198
H  2.306  1.768  -1.395  0.3218

Calculated values
E_tot (Ha): -437.70089
Energy relative to the best compared isomer or geometry (same formula, charge and spin) (kJ/mol): 274.6
Kohn-Sham gap (hartree): 0.236
Charge: -1
HOMO (eV): -2.82
SMILES string: O=C(O)NCCC[O-]


(4)
The ion C4H8NO3 with charge -1 in a non-equilibrium geometry, computed with ωB97M-V/def2-TZVPD.

Each line ends with the Mulliken charge.
Geometry (Å):
N  0.909  -0.250  1.304  -0.7435
C  -0.334  0.240  0.607  0.3342
C  -0.943  -0.956  -0.192  -0.5230
O  -1.657  -1.953  0.456  -0.5794
C  0.188  1.460  -0.118  -0.9365
C  0.853  1.089  -1.499  0.4417
O  0.957  -0.142  -1.612  -0.6369
O  1.045  2.026  -2.275  -0.7606
H  0.724  -0.831  2.065  0.2035
H  1.492  -0.716  0.669  0.2602
H  -1.049  0.500  1.369  0.4431
H  0.067  -1.479  -0.674  0.1738
H  -1.332  -0.705  -1.183  0.4341
H  -1.153  -2.486  1.135  0.3020
H  0.886  2.106  0.428  0.3711
H  -0.655  2.097  -0.479  0.2162

Calculated values
E_tot (Ha): -437.70055
Energy relative to the best compared isomer or geometry (same formula, charge and spin) (kJ/mol): 275.5
Kohn-Sham gap (hartree): 0.271
Charge: -1
HOMO (eV): -3.92
SMILES string: N[C@H](CO)CC(=O)[O-]


(5)
A cluster of 2 separate species, C4H8NO3 in total in a non-equilibrium geometry, computed with ωB97M-V/def2-TZVPD.

Each line ends with the Mulliken charge.
Geometry (Å):
C  -0.146  -1.816  -0.681  -0.9188
C  1.040  -1.896  0.272  0.6371
O  1.427  -2.984  0.689  -0.7149
N  1.598  -0.708  0.532  -0.2542
H  2.424  -0.696  1.117  0.1787
H  1.121  0.132  0.126  0.2463
H  -0.421  -2.827  -0.942  0.3146
H  0.035  -1.124  -1.504  0.3201
H  -1.006  -1.372  -0.178  0.1934
C  -1.241  1.777  0.587  -0.9075
C  -0.365  2.078  -0.624  0.6447
O  0.820  1.601  -0.593  -0.8109
O  -0.856  2.749  -1.546  -0.7179
H  -1.564  2.698  1.086  0.2887
H  -0.716  1.163  1.316  0.2912
H  -2.148  1.225  0.343  0.2095

Calculated values
E_tot (Ha): -437.79892
Energy relative to the best compared isomer or geometry (same formula, charge and spin) (kJ/mol): 17.2
Kohn-Sham gap (hartree): 0.315
Charge: -1
HOMO (eV): -4.72


(6)
A cluster of 2 separate species, C4H8NO3 in total in a non-equilibrium geometry, computed with ωB97M-V/def2-TZVPD.

Each line ends with the Mulliken charge.
Geometry (Å):
C  1.548  -2.204  -1.053  -0.8280
C  1.733  -0.866  -1.882  0.4715
O  1.004  0.081  -1.489  -0.6828
O  2.613  -0.882  -2.754  -0.7269
H  2.596  -2.323  -0.736  0.2143
H  1.470  -3.058  -1.721  0.2776
H  0.892  -2.061  -0.207  0.2393
C  -2.257  0.684  0.934  -0.8818
C  -1.337  1.715  1.495  0.5880
O  -1.709  2.479  2.382  -0.6670
N  -0.058  1.761  1.048  -0.2793
H  0.656  2.271  1.519  0.1846
H  0.270  1.378  0.156  0.2613
H  -2.025  0.292  -0.071  0.3151
H  -3.287  1.018  0.967  0.2733
H  -2.109  -0.286  1.413  0.2407

Calculated values
E_tot (Ha): -437.77843
Energy relative to the best compared isomer or geometry (same formula, charge and spin) (kJ/mol): 71.0
Kohn-Sham gap (hartree): 0.294
Charge: -1
HOMO (eV): -4.36


(7)
The ion C4H8NO5P with charge -2 in a non-equilibrium geometry, computed with ωB97M-V/def2-TZVPD.

Each line ends with the Mulliken charge.
Geometry (Å):
C  1.712  0.520  -0.766  -1.1199
C  0.150  0.296  -0.701  -1.0472
C  -0.343  -0.029  0.748  1.0474
N  -1.780  -0.058  0.591  -0.8552
C  0.042  0.942  1.880  0.1802
O  -0.260  0.509  3.080  -0.8146
O  0.507  2.023  1.535  -0.6852
P  0.197  -1.920  0.853  0.8733
O  1.612  -2.283  0.415  -0.8426
O  -0.925  -2.743  0.251  -0.8380
O  0.230  -2.318  2.429  -0.5664
H  2.107  1.362  -0.262  0.3018
H  1.932  0.960  -1.769  0.3607
H  2.240  -0.356  -0.399  0.3165
H  -0.011  -0.507  -1.424  0.3217
H  -0.205  1.229  -1.186  0.3705
H  -2.196  0.611  1.323  0.2655
H  -2.118  -1.075  0.595  0.3300
H  0.310  -1.446  2.789  0.4015

Calculated values
E_tot (Ha): -929.62512
Energy relative to the best compared isomer or geometry (same formula, charge and spin) (kJ/mol): 175.6
Kohn-Sham gap (hartree): 0.285
Charge: -2
HOMO (eV): -0.99
SMILES string: CC[C@](N)(C(=O)[O-])[P@](=O)([O-])O


(8)
A structure of composition C4H8NO5Pd, computed with ωB97M-V/def2-TZVPD.

Each line ends with the Mulliken charge.
Geometry (Å):
Pd  0.018  0.295  -1.114  0.7988
O  -3.043  0.768  1.790  -0.3866
C  -2.019  0.600  1.000  0.6642
O  -1.962  1.012  -0.149  -0.6201
C  -0.860  -0.140  1.651  -0.3036
O  -0.225  -0.856  0.593  -0.4660
C  1.040  -1.510  0.892  -0.2389
C  2.183  -1.046  -0.046  0.4939
O  3.260  -1.552  0.015  -0.5009
O  1.892  -0.055  -0.883  -0.6927
H  -3.734  1.287  1.342  0.3971
H  -1.208  -0.825  2.424  0.4079
H  -0.178  0.596  2.088  0.3233
H  0.886  -2.580  0.759  0.3351
H  1.320  -1.320  1.927  0.3713
N  0.561  1.212  -2.844  -0.5958
H  0.903  2.153  -2.662  0.3359
H  -0.172  1.277  -3.546  0.3318
H  1.339  0.684  -3.236  0.3454

Calculated values
E_tot (Ha): -715.81522
Energy relative to the best compared isomer or geometry (same formula, charge and spin) (kJ/mol): 36.8
Kohn-Sham gap (hartree): 0.319
Charge: +1
HOMO (eV): -13.80


(9)
A cluster of 2 separate species, C4H8NOS in total in a non-equilibrium geometry, computed with ωB97M-V/def2-TZVPD.

Each line ends with the Mulliken charge.
Geometry (Å):
C  0.599  1.257  -0.299  -1.0334
C  -1.842  0.742  -0.917  -0.3543
S  -2.936  0.777  0.319  -0.3361
C  1.458  0.170  -0.410  0.4589
N  0.917  -1.120  -0.066  -0.3483
C  0.227  -1.233  1.218  -0.6302
O  2.663  0.216  -0.678  -0.7551
H  -0.509  1.151  -0.350  0.1326
H  0.957  2.280  -0.285  0.2969
H  -2.036  1.522  -1.647  0.2893
H  -1.454  -0.181  -1.329  0.3163
H  1.734  -1.713  -0.112  0.2782
H  -0.689  -0.663  1.202  0.1069
H  0.901  -0.917  2.017  0.2570
H  0.010  -2.288  1.338  0.3216

Calculated values
E_tot (Ha): -685.33088
Energy relative to the best compared isomer or geometry (same formula, charge and spin) (kJ/mol): 328.7
Kohn-Sham gap (hartree): 0.225
Charge: -1
HOMO (eV): -2.80


(10)
The ion C4H8NS with charge +1 in a non-equilibrium geometry, computed with ωB97M-V/def2-TZVPD.

Each line ends with the Mulliken charge.
Geometry (Å):
C  0.360  -1.831  1.831  -0.0376
C  0.057  -0.928  1.105  -1.1391
C  0.157  0.149  0.134  1.0399
C  0.590  -0.163  -1.299  -1.2545
N  -1.405  0.643  -0.006  -0.4054
S  1.071  1.462  0.991  -0.1604
H  0.458  -2.747  2.363  0.4687
H  0.178  0.596  -2.019  0.3631
H  0.149  -1.062  -1.614  0.4168
H  1.661  -0.424  -1.581  0.3536
H  -1.396  1.442  -0.631  0.3468
H  -1.853  -0.252  -0.343  0.3912
H  -1.643  0.766  1.005  0.4126
H  1.616  2.348  0.064  0.2043

Calculated values
E_tot (Ha): -609.79549
Energy relative to the best compared isomer or geometry (same formula, charge and spin) (kJ/mol): 195.5
Kohn-Sham gap (hartree): 0.384
Charge: +1
HOMO (eV): -14.13
SMILES string: C#C[C@@](C)([NH3+])S


(11)
A cluster of 2 separate species, C4H8NS in total in a non-equilibrium geometry, computed with ωB97M-V/def2-TZVPD.

Each line ends with the Mulliken charge.
Geometry (Å):
C  2.179  1.103  0.006  -0.8021
C  1.508  -0.046  -0.254  0.0915
C  -2.009  -0.083  0.093  -0.3765
C  0.073  0.079  -0.066  -0.2567
N  -0.886  -0.960  -0.479  -0.0409
S  -1.020  1.458  -0.148  0.0841
H  3.260  1.280  -0.055  0.3046
H  1.656  2.029  0.103  0.1803
H  2.010  -0.992  -0.523  0.2897
H  -2.976  -0.405  -0.373  0.3856
H  -2.135  -0.284  1.224  0.3011
H  0.011  -0.229  2.014  0.0889
H  -0.940  -1.903  -0.028  0.3756
H  -0.732  -1.047  -1.512  0.3747

Calculated values
E_tot (Ha): -609.68249
Energy relative to the best compared isomer or geometry (same formula, charge and spin) (kJ/mol): 492.2
Kohn-Sham gap (spin up / spin down) (hartree): 0.285 / 0.317
Charge: +1
HOMO (spin up / spin down) (eV): -12.56 / -13.73


(12)
The ion C4H8NS with charge +1 in a non-equilibrium geometry, computed with ωB97M-V/def2-TZVPD.

Each line ends with the Mulliken charge.
Geometry (Å):
S  -2.211  2.203  0.616  -0.1757
C  -1.124  1.332  -0.550  -0.5072
C  0.115  0.805  0.565  -0.1016
N  0.804  -0.248  0.249  0.0859
C  1.566  -1.414  0.509  -0.2237
C  0.881  -1.259  -0.804  -0.5041
H  -2.967  1.164  1.071  0.1851
H  -0.796  1.971  -1.359  0.3559
H  -1.601  0.396  -0.922  0.3197
H  0.098  1.232  1.526  0.4536
H  1.073  -1.889  1.346  0.3000
H  2.744  -1.349  0.450  0.2515
H  1.461  -1.158  -1.658  0.2782
H  -0.044  -1.785  -1.040  0.2825

Calculated values
E_tot (Ha): -609.78263
Energy relative to the best compared isomer or geometry (same formula, charge and spin) (kJ/mol): 229.3
Kohn-Sham gap (hartree): 0.315
Charge: +1
HOMO (eV): -13.42
SMILES string: SCC=[N+]1CC1


Which value of energy relative to the best compared isomer or geometry (same formula, charge and spin) does entry 7 give? 175.6 kJ/mol


Repeat the eleventh record exactly.
A cluster of 2 separate species, C4H8NS in total in a non-equilibrium geometry, computed with ωB97M-V/def2-TZVPD.

Each line ends with the Mulliken charge.
Geometry (Å):
C  2.179  1.103  0.006  -0.8021
C  1.508  -0.046  -0.254  0.0915
C  -2.009  -0.083  0.093  -0.3765
C  0.073  0.079  -0.066  -0.2567
N  -0.886  -0.960  -0.479  -0.0409
S  -1.020  1.458  -0.148  0.0841
H  3.260  1.280  -0.055  0.3046
H  1.656  2.029  0.103  0.1803
H  2.010  -0.992  -0.523  0.2897
H  -2.976  -0.405  -0.373  0.3856
H  -2.135  -0.284  1.224  0.3011
H  0.011  -0.229  2.014  0.0889
H  -0.940  -1.903  -0.028  0.3756
H  -0.732  -1.047  -1.512  0.3747

Calculated values
E_tot (Ha): -609.68249
Energy relative to the best compared isomer or geometry (same formula, charge and spin) (kJ/mol): 492.2
Kohn-Sham gap (spin up / spin down) (hartree): 0.285 / 0.317
Charge: +1
HOMO (spin up / spin down) (eV): -12.56 / -13.73


Among the records above, which one has the highest energy relative to the best compared isomer or geometry (same formula, charge and spin)? number 11


energy relative to the best compared isomer or geometry (same formula, charge and spin) of number 10 (C4H8NS)? 195.5 kJ/mol